Molecular formula: C13H22Cl3GeIrNO7PS2Se
Method: DFT, the ωB97M-V functional and the def2-TZVPD basis

Element x y z (Å)
Ir (0.68, 1.43, -0.21)
Se (-0.62, 3.33, -0.84)
Ge (2.42, -0.32, 2.94)
Cl (0.88, 2.10, 1.89)
Cl (4.08, -1.95, 3.07)
Cl (3.16, 0.98, 4.66)
S (2.62, 2.20, -0.82)
S (3.46, 0.50, 0.10)
P (-0.71, -0.90, -0.63)
O (-0.73, 0.44, -1.42)
O (2.25, -0.35, -0.03)
O (0.26, -1.82, -1.44)
O (3.67, 0.87, 1.51)
O (4.62, 0.04, -0.60)
O (-0.35, -0.54, 0.78)
O (-2.06, -1.72, -0.67)
N (2.04, 7.04, 0.39)
C (0.39, 5.39, 0.95)
C (2.12, 6.49, -0.82)
C (0.81, -3.34, 0.42)
C (0.47, 4.83, -0.32)
C (1.19, 6.48, 1.25)
C (1.36, 5.40, -1.22)
C (2.10, -3.26, -1.72)
C (-3.51, 0.13, 0.05)
C (-4.37, -2.12, -0.64)
C (-3.11, -1.87, 1.52)
C (0.72, -3.17, -1.09)
C (-0.25, -4.16, -1.72)
C (-3.27, -1.37, 0.09)
H (1.46, -2.59, 0.86)
H (-0.30, -4.00, -2.80)
H (2.54, -4.24, -1.49)
H (-3.00, -2.95, 1.53)
H (-3.53, 0.49, -0.98)
H (1.22, -4.33, 0.64)
H (1.47, 5.00, -2.22)
H (-4.45, -1.78, -1.67)
H (1.14, 6.93, 2.24)
H (-0.17, -3.26, 0.88)
H (-2.23, -1.42, 1.98)
H (-5.33, -1.94, -0.14)
H (-4.17, -3.19, -0.64)
H (-1.24, -4.04, -1.30)
H (-2.72, 0.67, 0.58)
H (2.82, 6.95, -1.51)
H (2.75, -2.48, -1.33)
H (-4.46, 0.35, 0.52)
H (2.03, -3.15, -2.80)
H (-4.00, -1.60, 2.09)
H (-0.28, 4.98, 1.69)
H (0.10, -5.18, -1.53)

The total charge is -1. As for the expectation value of S²: 0.756. The spin multiplicity is 2. The highest occupied orbital energy (spin up / spin down) is -5.77 / -5.76 eV. Its HOMO-LUMO gap (spin up / spin down) is 0.258 / 0.227 Ha. The calculation puts the energy above the lowest of the compared OMol25 structures with the same formula, charge and spin at 44.6 kcal per mole.

Mulliken population analysis, charges in e, atoms 1 to 6: atom 1 (Ir): 1.506, atom 2 (Se): -0.041, atom 3 (Ge): 0.647, atom 4 (Cl): -0.443, atom 5 (Cl): -0.490, atom 6 (Cl): -0.473

---

Molecular formula: C24H27N3O6S
Method: DFT, the ωB97M-V functional and the def2-TZVPD basis

Element x y z (Å)
S (-2.69, 0.29, 0.07)
O (0.69, -0.01, 2.90)
O (5.40, 0.76, -1.12)
O (-2.92, 0.09, 1.48)
O (-2.70, 1.63, -0.43)
O (1.51, 3.44, -1.35)
O (3.15, -1.91, -2.43)
N (3.38, 1.63, -0.64)
N (3.37, -2.64, -0.30)
N (-3.75, -0.63, -0.84)
C (4.80, -2.44, -0.23)
C (1.27, -1.66, -1.00)
C (3.03, -0.13, 1.41)
C (-0.71, -1.60, 0.35)
C (-4.35, -1.77, -0.16)
C (-6.08, -0.26, -0.87)
C (0.53, 4.36, -1.77)
C (0.50, -2.18, 0.03)
C (0.09, 2.74, 0.51)
C (-0.48, 0.04, 3.70)
C (1.23, 2.67, -0.26)
C (5.13, -1.34, 0.81)
C (-0.11, 1.87, 1.59)
C (0.82, 0.91, 1.91)
C (-4.78, 0.08, -1.59)
C (4.16, -0.21, 0.66)
C (4.40, 0.73, -0.44)
C (0.79, -0.58, -1.74)
C (2.67, -2.09, -1.33)
C (2.02, 0.84, 1.16)
C (2.22, 1.72, 0.08)
C (-0.42, 0.01, -1.42)
C (-5.85, -1.72, -0.49)
C (-1.15, -0.49, -0.36)
H (-6.07, -2.37, -1.34)
H (3.49, 2.28, -1.41)
H (2.86, -0.81, 2.23)
H (-0.51, 0.97, 4.28)
H (-4.79, -0.31, -2.62)
H (5.30, -3.38, 0.03)
H (0.91, 4.81, -2.68)
H (-1.04, 1.96, 2.13)
H (2.91, -2.67, 0.60)
H (5.08, -1.76, 1.81)
H (-0.81, 0.86, -1.96)
H (-0.40, -0.80, 4.38)
H (0.83, -3.05, 0.58)
H (-4.54, 1.14, -1.61)
H (-1.39, -0.05, 3.10)
H (1.39, -0.20, -2.56)
H (-1.32, -1.97, 1.16)
H (5.12, -2.12, -1.23)
H (-6.96, -0.12, -1.49)
H (-3.88, -2.69, -0.51)
H (-0.42, 3.86, -1.97)
H (-6.46, -2.04, 0.36)
H (-6.17, 0.35, 0.03)
H (0.37, 5.14, -1.02)
H (6.15, -0.98, 0.62)
H (-4.17, -1.66, 0.91)
H (-0.68, 3.45, 0.29)

As for the SMILES: COc1ccc(OC)c2[nH]c(=O)c(CCNC(=O)c3ccc(S(=O)(=O)N4CCCC4)cc3)cc12. The highest occupied orbital energy is -7.89 eV. Its HOMO-LUMO gap is 0.300 Ha. The calculation puts the energy above the lowest of the compared OMol25 structures with the same formula, charge and spin at 25.2 kcal per mole.

Mulliken population analysis, charges in e, atoms 1 to 6: atom 1 (S): 1.277, atom 2 (O): -0.438, atom 3 (O): -0.739, atom 4 (O): -0.780, atom 5 (O): -0.735, atom 6 (O): -0.514

---

Molecular formula: H20O10
Method: DFT, the ωB97M-V functional and the def2-TZVPD basis

Element x y z (Å)
O (0.77, 2.53, -2.35)
O (-0.72, 0.31, 0.41)
O (-1.56, 1.33, 2.99)
O (-1.85, -2.31, 1.35)
O (2.76, 0.33, -0.38)
O (0.92, -0.55, -3.30)
O (1.01, -1.80, 1.44)
O (-3.21, -0.36, -0.03)
O (0.70, -3.20, -0.81)
O (-0.16, 4.08, 0.06)
H (1.37, 2.41, -3.09)
H (-3.50, -1.02, 0.60)
H (0.29, 4.91, -0.08)
H (0.95, -2.57, -0.14)
H (-0.04, 2.85, -2.76)
H (-1.35, -3.11, 1.20)
H (-2.30, -0.18, 0.22)
H (2.47, 0.71, 0.45)
H (1.34, 0.25, -2.98)
H (3.44, -0.29, -0.14)
H (0.70, -4.04, -0.35)
H (0.81, -2.38, 2.17)
H (-1.20, 1.02, 2.15)
H (-0.32, -0.43, 0.85)
H (-1.25, 2.23, 3.07)
H (0.84, -1.10, -2.52)
H (-2.72, -2.50, 1.02)
H (-0.07, 0.58, -0.24)
H (0.21, 3.50, -0.61)
H (1.66, -1.19, 1.79)

The total charge is -1. As for the expectation value of S²: 0.751. The spin multiplicity is 2. The highest occupied orbital energy (spin up / spin down) is -0.18 / -7.55 eV. Its HOMO-LUMO gap (spin up / spin down) is 0.100 / 0.368 Ha. The calculation puts the energy above the lowest of the compared OMol25 structures with the same formula, charge and spin at 18.9 kcal per mole.

Mulliken population analysis, charges in e, atoms 1 to 6: atom 1 (O): -0.755, atom 2 (O): -0.882, atom 3 (O): -0.693, atom 4 (O): -0.625, atom 5 (O): -1.011, atom 6 (O): -0.747

---

Molecular formula: C66H60BrCsN13O8PTe
Method: DFT, the ωB97M-V functional and the def2-TZVPD basis

Element x y z (Å)
Cs (2.55, -0.75, -1.00)
Te (5.85, -5.01, 0.52)
Br (6.57, 4.43, -6.50)
P (4.02, -3.58, 1.00)
O (-4.97, -3.96, 1.70)
O (4.51, -2.14, 1.55)
O (3.04, 0.83, 1.91)
O (3.03, -3.27, -0.06)
O (-7.84, 0.20, -5.08)
O (3.23, -4.11, 2.35)
O (4.33, 1.26, -1.90)
O (0.20, -0.98, -3.09)
N (-3.61, -1.63, -2.64)
N (-2.56, -2.49, -2.63)
N (-0.38, -2.79, 2.56)
N (3.94, 3.73, -0.59)
N (-2.06, 2.38, -6.84)
N (-0.95, -1.56, 2.58)
N (-3.20, 2.32, -7.40)
N (1.47, 3.81, 0.59)
N (-2.00, -0.53, -1.66)
N (0.81, 1.69, -3.02)
N (-7.01, -4.68, 2.01)
N (-6.19, -5.23, 3.00)
N (-0.38, -2.14, 0.48)
C (0.76, 3.82, -4.09)
C (-2.40, -6.58, 4.75)
C (-1.62, 1.53, -5.85)
C (-0.06, -3.13, 1.30)
C (3.41, 3.19, 6.43)
C (4.55, 6.09, 2.21)
C (2.47, 4.54, 1.16)
C (-0.90, -1.21, 1.32)
C (-3.26, -0.48, -2.05)
C (1.42, 0.86, 4.21)
C (4.51, 3.48, 5.63)
C (3.62, 2.13, 3.85)
C (-5.87, 1.48, -4.94)
C (2.30, 5.26, 2.36)
C (-5.01, -4.78, 2.77)
C (-6.25, -3.95, 1.27)
C (-5.95, -2.31, -2.09)
C (-2.01, 0.18, -5.68)
C (3.27, 3.79, 7.81)
C (2.13, -6.28, 2.01)
C (5.81, 3.45, -5.04)
C (-6.35, 0.37, -7.01)
C (4.99, -1.80, 3.91)
C (5.86, 3.30, 3.54)
C (-6.69, 0.66, -5.70)
C (3.75, 4.56, 0.49)
C (-7.27, -1.95, -2.31)
C (1.18, 2.95, -3.07)
C (-4.90, -2.06, -3.16)
C (0.05, 4.43, 2.42)
C (2.43, 2.35, 5.93)
C (-1.32, -5.72, 4.61)
C (-3.75, -5.08, 3.45)
C (-8.48, -0.90, -5.69)
C (-8.25, -2.22, -1.36)
C (-1.46, -4.51, 3.92)
C (4.63, 2.96, 4.35)
C (-5.61, -2.94, -0.89)
C (-0.57, 2.03, -4.99)
C (-0.31, -3.55, 3.79)
C (4.85, 3.39, -2.83)
C (-6.59, -3.22, 0.05)
C (-1.42, -0.66, -4.77)
C (-2.68, -4.21, 3.34)
C (-4.70, 1.97, -5.47)
C (5.39, 4.10, -3.92)
C (-5.17, 0.89, -7.55)
C (-7.92, -2.86, -0.18)
C (-1.61, -1.78, -2.05)
C (5.69, 2.05, -5.14)
C (5.16, 1.33, -4.10)
C (4.74, 1.94, -2.86)
C (-0.38, -0.22, -3.89)
C (0.32, 3.77, 1.20)
C (4.75, 5.35, 1.02)
C (3.19, -5.48, 2.76)
C (2.51, 1.79, 4.66)
C (4.44, 4.17, -1.69)
C (3.37, 6.04, 2.88)
C (-3.62, -6.27, 4.16)
C (3.75, 1.66, 2.44)
C (-4.31, 1.67, -6.79)
C (5.56, -1.97, 2.51)
C (-0.03, 1.22, -3.97)
C (1.04, 5.18, 2.99)
C (-0.12, 3.37, -5.03)
H (-0.36, -5.97, 5.04)
H (2.31, -6.20, 0.93)
H (-4.90, 0.67, -8.58)
H (1.13, 4.84, -4.10)
H (1.80, -0.16, 4.09)
H (6.24, -2.82, 2.46)
H (4.21, 4.25, 8.13)
H (6.34, 2.41, 3.12)
H (2.99, -5.47, 3.83)
H (-4.70, -2.97, -3.72)
H (5.06, 0.26, -4.17)
H (5.76, -1.42, 4.59)
H (-2.76, -0.23, -6.35)
H (1.02, 1.13, 3.24)
H (1.83, 3.29, -2.27)
H (-0.61, -2.18, -1.91)
H (2.99, 3.03, 8.54)
H (6.11, -1.08, 2.21)
H (-7.54, -1.45, -3.24)
H (4.16, -1.08, 3.89)
H (-2.28, -7.52, 5.28)
H (-9.00, -0.62, -6.61)
H (5.47, 5.18, -3.85)
H (-0.93, 4.33, 2.89)
H (5.72, 5.36, 0.53)
H (4.56, 5.26, -1.82)
H (-4.47, -6.95, 4.22)
H (-3.94, 0.36, -1.94)
H (1.12, -5.91, 2.22)
H (-0.50, 4.02, -5.82)
H (-4.05, 2.60, -4.87)
H (2.50, 4.57, 7.82)
H (-6.16, 1.73, -3.93)
H (0.61, 0.84, 4.95)
H (1.56, 2.11, 6.55)
H (5.29, 4.13, 6.02)
H (3.22, 6.59, 3.81)
H (-8.66, -3.09, 0.58)
H (-4.58, -3.23, -0.71)
H (-6.99, -0.25, -7.63)
H (-1.71, -1.70, -4.72)
H (4.16, -5.94, 2.61)
H (0.88, 5.70, 3.92)
H (-5.26, -1.31, -3.86)
H (4.53, 2.16, 1.84)
H (0.64, -4.08, 3.86)
H (-0.46, 3.18, 0.72)
H (-9.28, -1.93, -1.54)
H (-0.33, -2.80, 4.59)
H (0.41, -4.07, 1.02)
H (-2.79, -3.28, 2.78)
H (6.01, 1.54, -6.04)
H (-7.76, -1.70, -5.92)
H (-9.21, -1.27, -4.97)
H (5.62, 3.97, 2.71)
H (-1.25, -0.24, 0.98)
H (5.37, 6.69, 2.60)
H (4.61, -2.74, 4.30)
H (2.19, -7.34, 2.29)
H (6.59, 3.80, 4.18)

The total charge is -2. The highest occupied orbital energy is -2.19 eV. Its HOMO-LUMO gap is 0.195 Ha. The calculation puts the energy above the lowest of the compared OMol25 structures with the same formula, charge and spin at 23.6 kcal per mole.

Mulliken population analysis, charges in e, atoms 1 to 6: atom 1 (Cs): 1.029, atom 2 (Te): -0.499, atom 3 (Br): -0.304, atom 4 (P): -0.351, atom 5 (O): -0.234, atom 6 (O): 0.402

---

Molecular formula: C5H9NO
Method: DFT, the ωB97M-V functional and the def2-TZVPD basis

Element x y z (Å)
O (0.08, 0.11, 1.40)
N (-1.73, 1.16, 0.40)
C (0.64, 1.08, -0.86)
C (2.16, -1.33, 1.32)
C (-0.16, 0.13, 0.01)
C (1.17, -0.65, 1.13)
C (-0.78, -1.07, -0.68)
H (-2.32, 0.58, 0.99)
H (-1.45, -0.76, -1.48)
H (-1.31, -1.69, 0.04)
H (-1.80, 2.13, 0.71)
H (1.17, 1.82, -0.25)
H (-0.02, 1.60, -1.56)
H (1.37, 0.54, -1.47)
H (2.99, -1.98, 1.45)
H (-0.01, -1.68, -1.17)

The highest occupied orbital energy is -8.18 eV. Its HOMO-LUMO gap is 0.319 Ha. The calculation puts the energy above the lowest of the compared OMol25 structures with the same formula, charge and spin at 149.3 kcal per mole.

Mulliken population analysis, charges in e, atoms 1 to 6: atom 1 (O): -0.286, atom 2 (N): -0.817, atom 3 (C): -1.560, atom 4 (C): -0.117, atom 5 (C): 1.481, atom 6 (C): -0.307

---

Copy entry 5 word for word.
Molecular formula: C5H9NO
Method: DFT, the ωB97M-V functional and the def2-TZVPD basis

Element x y z (Å)
O (0.08, 0.11, 1.40)
N (-1.73, 1.16, 0.40)
C (0.64, 1.08, -0.86)
C (2.16, -1.33, 1.32)
C (-0.16, 0.13, 0.01)
C (1.17, -0.65, 1.13)
C (-0.78, -1.07, -0.68)
H (-2.32, 0.58, 0.99)
H (-1.45, -0.76, -1.48)
H (-1.31, -1.69, 0.04)
H (-1.80, 2.13, 0.71)
H (1.17, 1.82, -0.25)
H (-0.02, 1.60, -1.56)
H (1.37, 0.54, -1.47)
H (2.99, -1.98, 1.45)
H (-0.01, -1.68, -1.17)

The highest occupied orbital energy is -8.18 eV. Its HOMO-LUMO gap is 0.319 Ha. The calculation puts the energy above the lowest of the compared OMol25 structures with the same formula, charge and spin at 149.3 kcal per mole.

Mulliken population analysis, charges in e, atoms 1 to 6: atom 1 (O): -0.286, atom 2 (N): -0.817, atom 3 (C): -1.560, atom 4 (C): -0.117, atom 5 (C): 1.481, atom 6 (C): -0.307